ORCA calculation (ωB97M-V/def2-TZVPD) on a molecular structure, C50H42GeN4NbSSb.

**Frontier orbital gap (alpha / beta)**: 5.2 / 5.2 eV
**Net charge**: +2
**E_tot**: -133911.1745 eV

Cartesian coordinates (Å):
C1 2.2951 2.1381 1.3889
H1 -5.0211 5.3215 1.7131
H2 0.1394 -2.7465 0.0698
H3 -3.3354 0.9205 -3.2938
C2 2.8177 -2.3018 -2.6172
Ge1 -1.2487 -1.4535 -2.4998
H4 -1.0267 -2.2087 -5.1819
H5 -1.1828 2.6875 3.5657
H6 1.0553 -3.4304 -2.2172
C3 4.5119 -1.1453 0.9187
H7 -1.0600 -2.2510 3.9562
C4 -1.6916 -1.3616 -5.2369
H8 -0.8434 -3.9828 -3.6573
C5 5.2570 -0.3862 1.8324
H9 -3.1155 -6.8533 -1.5003
C6 2.4758 -3.0631 2.5372
H10 4.8255 0.4460 2.3826
H11 0.4332 0.7038 -3.2401
C7 -1.0999 0.8205 2.5269
C8 1.4537 -2.4593 -2.4877
H12 -1.1903 1.6258 5.7997
H13 4.3742 -0.9276 -3.1355
H14 2.4304 2.2619 0.3225
H15 -3.3275 0.4729 -7.5358
H16 0.6895 -5.9239 2.8498
C9 0.7001 -3.1634 0.9077
C10 -1.2089 3.2151 -0.0668
C11 -2.0874 -0.7012 -4.0661
C12 5.1450 -2.1761 0.2155
H17 -2.0081 6.7281 -0.9686
C13 -2.8246 -3.5254 -0.9482
H18 8.2565 -1.9389 1.5440
C14 -1.5834 -0.3143 -1.1093
H19 3.3314 -2.5781 2.9720
H20 -1.6499 -6.3018 -3.4081
Sb1 2.4843 -0.7326 0.4808
C15 2.1031 -4.3201 3.0161
C16 -1.1686 -0.3684 5.0113
C17 -3.6013 8.1208 -0.5251
C18 -4.6517 6.1258 1.0939
H21 2.0215 -0.3009 3.7168
H22 2.1754 4.2728 1.7744
H23 1.9488 3.9804 4.2019
C19 6.5964 -0.6707 2.0382
C20 -2.9658 0.3999 -4.1804
C21 -5.2929 7.3284 0.9790
H24 1.9041 1.7252 5.1976
C22 7.2057 -1.7171 1.3604
C23 -3.2342 -4.8456 -0.7683
C24 0.6118 -1.3920 -2.7647
H25 -0.8493 -1.1831 1.7388
H26 6.9849 -3.2302 -0.1398
H27 4.6060 -2.7869 -0.4988
C25 -1.5377 -4.2073 -2.8661
C26 2.2398 0.8483 1.9174
C27 1.7683 -2.4664 1.4878
H28 2.6470 -4.8006 3.8094
H29 -3.9007 -5.1161 0.0412
C28 -3.4016 0.8224 -5.4337
C29 0.3290 -4.4166 1.3939
H30 3.5002 -3.1284 -2.5288
N1 -0.9501 1.5263 1.3479
H31 -3.1652 8.9035 -1.1225
C30 6.4938 -2.4447 0.4138
C31 -1.0454 -1.1753 3.8621
C32 -2.7997 -5.8349 -1.6515
C33 2.4867 0.0644 -3.1057
S1 -0.0517 2.7736 -1.0699
H32 -0.4839 -4.9612 0.9465
H33 -4.0797 1.6642 -5.5354
C34 -4.7907 8.3323 0.1534
C35 -1.2011 1.6149 3.6722
C36 1.1192 -0.1218 -3.0377
C37 1.0162 -4.9679 2.4572
N2 -1.5742 2.6287 1.2271
C38 -0.9631 -0.5868 2.6239
C39 2.0951 0.7053 3.3025
N3 -1.9263 4.3398 -0.3837
C40 -2.9329 6.9185 -0.4395
C41 -1.9490 -5.5253 -2.7074
C42 -2.9812 0.1383 -6.5646
H34 -1.2533 -0.8329 5.9866
N4 -2.8178 4.7016 0.4351
H35 -3.0202 4.1522 1.2522
C43 2.0003 3.1030 3.5693
C44 -1.1704 1.0180 4.9104
C45 -3.4924 5.9272 0.3494
H36 2.9137 1.0211 -3.3750
H37 -3.1908 -2.7862 -0.2306
H38 -1.8340 -1.4881 -7.3811
Nb1 -0.1882 0.4639 -0.4011
H39 7.1729 -0.0983 2.7501
C46 3.3156 -1.0360 -2.9558
C47 -2.1419 -0.9593 -6.4854
C48 1.9971 1.8202 4.1229
C49 2.1495 3.2709 2.2066
H40 -2.5439 0.0515 -0.6556
H41 -5.2683 9.3117 0.0737
H42 -6.2115 7.4707 1.5494
C50 -1.9421 -3.1915 -1.9952

***

ORCA calculation (ωB97M-V/def2-TZVPD) on a molecular structure, C50H43CuN9O4S3.

**<S²>**: 0.7523
**2S+1**: 2
**Frontier orbital gap (alpha / beta)**: 7.5 / 6.6 eV
**E_tot**: -151291.7390 eV

Cartesian coordinates (Å):
C1 10.3600 17.7812 12.9485
C2 18.5083 14.8815 14.4280
N1 10.3665 13.2211 12.2145
H1 12.0451 9.8116 10.9738
H2 11.7541 8.3748 13.1753
H3 19.3696 13.0786 16.2695
C3 11.0733 22.2455 9.2882
H4 15.6853 12.1053 13.3933
O1 17.4065 17.6318 11.4063
H5 19.6561 11.4433 6.6136
N2 10.8246 13.7713 10.1466
H6 11.3666 22.9892 11.2772
N3 13.7300 15.8414 12.3591
C4 18.4994 12.9319 12.9684
C5 14.3799 10.4123 13.3596
N4 14.9008 16.3408 12.8436
H7 18.6680 15.2883 15.4202
H8 11.0895 18.1810 13.6249
C6 14.4527 12.0829 11.6257
C7 16.5674 12.8935 10.0598
H9 20.4836 13.3052 11.1088
H10 21.2916 16.6021 5.9201
C8 17.7699 15.6459 8.3706
H11 10.9791 21.2328 7.3958
C9 20.4587 16.1263 8.6403
H12 7.3464 16.2357 13.0712
C10 18.6974 13.4961 14.2533
C11 17.8496 13.1088 10.5355
H13 17.9999 16.7415 13.4991
C12 8.5530 16.4906 11.3072
H14 16.2589 20.7827 12.0247
C13 17.8837 15.1006 12.1089
C14 20.2952 12.9012 10.1326
H15 12.0499 20.7957 12.2042
C15 11.5341 19.9003 8.9979
H16 16.6100 19.9020 9.7260
H17 8.9146 17.4451 14.4946
H18 13.1602 7.5912 12.4702
C16 12.8507 8.3837 13.1740
C17 11.1659 21.1392 8.4634
C18 14.9049 11.5993 12.8422
C19 13.4100 11.4471 10.9525
N5 15.0464 15.9788 14.0650
C20 11.3870 22.1134 10.6446
C21 13.2167 15.1721 13.3727
H19 19.7298 10.7084 15.8975
C22 19.6289 16.2804 9.7327
C23 9.7340 16.9959 10.7671
C24 15.6073 20.0458 10.0888
C25 11.8224 19.7447 10.3536
Cu1 13.1398 15.4894 10.3399
C26 18.9597 12.7015 9.7204
C27 8.2325 16.6824 12.6444
H20 13.2115 8.1294 14.1595
C28 13.3745 9.7309 12.6727
C29 20.9348 15.6138 6.2140
H21 15.0093 20.4196 9.2544
H22 18.2139 15.1946 6.3055
C30 19.1469 12.6693 15.3020
S1 17.1152 16.2426 10.9356
H23 10.7811 23.2183 8.9122
S2 15.1880 13.5350 10.9897
C31 10.6572 17.6361 11.5990
H24 14.5723 21.1525 11.6112
C32 19.0441 10.7537 13.8461
H25 17.2143 11.6173 6.9852
N6 11.6660 14.4678 10.9626
H26 16.6865 15.4915 8.2676
C33 9.1365 17.3425 13.4490
C34 19.8419 11.8325 7.5981
N7 12.0197 14.4902 13.3390
H27 15.8812 22.0614 10.8124
H28 13.0011 11.8610 10.0473
C35 18.6215 15.4864 7.2690
N8 13.9864 15.2039 14.4515
C36 18.2533 16.0111 9.6012
H29 15.6801 18.4409 11.1495
C37 21.3362 12.5636 9.3132
H30 20.4185 15.1883 5.3458
O2 12.5833 17.2449 9.9093
S3 12.3022 18.1486 11.0984
H31 7.8858 15.8868 10.6772
H32 9.9617 16.8099 9.7277
H33 11.5764 19.0464 8.3464
C38 18.6259 11.5290 12.8147
C39 18.7282 12.1843 8.4027
C40 18.1609 15.6771 13.3626
C41 21.1325 12.0246 8.0356
C42 11.3433 14.0869 12.1956
C43 17.3896 12.0414 7.9631
H34 20.0457 16.6119 10.6738
H35 15.3271 12.1412 8.4216
H36 21.9716 11.7374 7.4203
C44 12.8839 10.2755 11.4910
C45 16.3235 12.3101 8.7851
H37 19.1604 9.7010 13.6855
C46 15.5853 21.0858 11.2014
H38 11.7466 13.9937 14.1771
H39 18.3811 11.0614 11.8636
H40 14.7428 10.0251 14.2931
H41 21.7872 14.9839 6.4854
C47 19.3392 11.3221 15.1081
O3 14.2856 14.0234 9.8625
C48 19.9785 15.7331 7.3932
O4 15.0461 18.8087 10.5007
C49 11.7602 20.8723 11.1634
H42 22.3267 12.7012 9.7086
H43 21.5210 16.3330 8.7023
C50 18.0695 13.7415 11.8722
N9 10.0841 13.0410 10.8819